15 unconnected molecules or ions with the total composition C39H78Cl6O36, computed with wB97M-V/def2-TZVPD.

XYZ file:
```
159
C39H78Cl6O36 wB97M-V/def2-TZVPD
Cl 6.3117 -1.7593 5.6760
Cl 4.9404 0.0613 3.9859
Cl 3.0120 -4.1185 2.7782
Cl 1.3488 -2.4375 4.4574
Cl -1.5343 -1.1779 3.6974
Cl -1.8673 0.8807 5.8090
O -0.6183 1.5820 -3.4440
O -6.0667 2.0091 0.2091
O 5.2893 -2.1579 1.1716
O -4.6841 1.6114 2.0476
O 2.8526 2.8966 -1.5634
O -0.0682 -1.6574 0.7596
O -1.5784 3.4942 -4.0978
O 0.6827 -2.7324 -2.1845
O 4.3552 1.4724 -0.5344
O 0.8374 2.5179 4.1122
O -2.7812 1.6950 -3.3449
O -1.2663 -7.8252 0.7773
O -0.9488 -1.8129 -7.1425
O 5.7344 -2.6196 -0.9704
O -4.7663 -3.0718 -2.0920
O 4.0426 1.2941 -2.8306
O 2.7667 -2.3650 -3.1182
O -0.9734 -5.9171 1.9785
O 2.2864 -4.2271 -1.7634
O -0.3588 0.0916 -6.1936
O 0.7768 -7.0480 1.4231
O -1.9998 3.5641 2.7361
O 1.5332 -0.0546 0.6817
O -1.8779 -0.9630 -5.1967
O -2.4106 6.9702 -1.1911
O 6.6516 -0.9183 -0.1714
O -0.7088 7.5788 -2.6623
O -0.3995 3.7031 1.2444
O -5.0330 -5.3240 -1.9067
O -5.7483 -0.0257 0.8093
O -1.1853 5.6137 2.2767
O -3.2834 -4.2488 -0.8838
O 2.5270 3.0892 5.6178
O 0.3586 3.9074 5.6455
O -2.5857 8.8996 -2.1339
O -0.5066 0.5559 0.4522
C -2.3948 0.3016 4.2281
C 1.9915 -3.0137 -2.3860
C 2.5743 -0.9250 1.0002
C -5.9529 3.4133 0.3164
C -1.6636 2.3381 -3.6859
C 1.3937 -8.2156 0.9375
C -5.3506 -1.0465 1.7203
C 4.1739 2.1314 0.7789
C 5.9347 -1.4400 3.9914
C 2.7515 -3.4729 4.4137
C 7.0560 -0.0599 0.8882
C -2.7598 -2.0554 -4.9197
C -4.5189 -6.6264 -1.5661
C -2.4178 -3.1759 -0.6160
C -4.4089 -4.1517 -1.6205
C 1.7044 1.7641 3.2700
C 4.8447 0.1505 -2.8798
C -1.0910 -0.9325 -6.2670
C -1.1963 4.4298 2.0397
C -0.6052 -7.0046 1.3731
C -2.1757 5.5582 -1.2883
C 1.3587 -4.9794 -0.9666
C 5.3780 -3.9476 -0.8459
C -1.7921 7.8292 -2.0405
C -2.6518 3.8979 4.0000
C -5.3711 1.2272 1.0846
C 0.2749 -0.4588 0.6769
C 0.6414 4.3715 0.5931
C 0.5070 4.4752 6.9375
C 0.1051 -1.5002 -2.5832
C -2.4134 -5.7827 2.2047
C 0.6963 2.0687 -3.4938
C -4.0133 2.3169 -3.4050
C 5.8789 -1.9449 0.1305
C 3.6138 1.9069 -1.6074
C -1.9320 0.4504 0.3431
C -2.2221 10.0113 -2.9226
C 0.7358 0.3938 -7.0268
C 1.3563 3.1527 5.1631
H -2.4230 -5.2228 3.1398
H -2.8648 -5.1239 1.4629
H 0.1099 -1.3139 -3.6572
H 2.5778 -1.7214 0.2560
H 4.5901 3.1372 0.7235
H 1.1568 5.3500 6.9139
H 6.2954 0.2057 1.6225
H 1.8240 0.8050 3.7739
H -5.0140 3.8058 0.7069
H -1.4328 -3.5508 -0.3379
H 5.2774 -0.1025 -3.8477
H -2.6411 10.9456 -2.5489
H -5.9424 -1.9268 1.4698
H 7.8590 -0.4930 1.4847
H -1.1510 10.2119 -2.8979
H 0.9504 3.7995 7.6689
H -6.7391 3.8757 0.9132
H -0.4310 4.9029 7.2915
H -2.3377 -2.4412 -1.4171
H -3.9948 -6.6428 -0.6105
H 1.1259 1.7380 2.3465
H -2.5691 5.1905 -2.2360
H -4.8312 1.5966 -3.4189
H -3.3321 3.0984 4.2933
H 4.8242 1.7377 1.5602
H 1.0061 2.1941 -4.5313
H -6.0080 3.8178 -0.6943
H 7.4577 0.8985 0.5594
H -2.1279 -0.3665 -0.3516
H 4.4607 -4.0870 -0.2737
H 2.4754 -8.2549 1.0660
H 1.4429 1.0458 -6.5141
H -2.4241 9.8125 -3.9751
H -1.9900 4.0268 4.8564
H 5.2687 -4.2563 -1.8855
H 2.4454 -1.4560 1.9433
H -5.2979 -7.3888 -1.5616
H -0.9641 -1.4975 -2.3714
H 0.8308 3.0022 -2.9474
H 0.3339 5.3892 0.3528
H -3.2899 -2.3552 -5.8237
H 1.0712 -9.1028 1.4825
H 6.8157 -1.3424 3.3570
H 1.1503 -4.5003 -0.0099
H 6.1076 -4.5911 -0.3543
H 3.5487 -0.4478 1.1048
H 3.6322 -2.8645 4.6197
H 0.7176 -0.6880 -2.1918
H -3.7947 -7.0039 -2.2879
H -2.8081 -2.6349 0.2460
H -4.1221 3.0415 -2.5980
H -4.3191 -1.3608 1.5607
H 2.6781 2.2073 3.0609
H 3.1136 2.2250 1.0134
H 4.1748 -0.6035 -2.4666
H -2.6509 5.0061 -0.4775
H -2.1822 -2.9473 -4.6766
H 1.2532 -8.2979 -0.1403
H 2.7157 -4.3001 5.1227
H -2.2897 1.4038 -0.0457
H -2.4623 0.2842 1.2808
H 0.3698 -5.0347 -1.4216
H -4.1132 2.9631 -4.2771
H 0.8290 3.8489 -0.3448
H 5.7347 0.3099 -2.2711
H -3.4716 -1.8275 -4.1263
H 1.6776 -5.9950 -0.7320
H -5.4320 -0.7948 2.7778
H 1.2618 -0.5528 -7.1513
H 1.3034 1.2693 -3.0688
H -1.1053 5.3721 -1.2013
H -2.2853 1.0449 3.4384
H 0.2693 0.7496 -7.9455
H -3.4590 0.0725 4.2832
H -3.0545 -6.6334 2.4360
H 5.2977 -2.2245 3.5828
H -3.3490 4.7257 3.8709
H 1.5747 4.3565 1.1559
```

Output
E_HOMO = -0.3790 hartree
multiplicity = 1
frontier orbital gap = 10.6 eV

A molecular structure, C3HO2Tl, computed with wB97M-V/def2-TZVPD.

XYZ file:
```
7
C3HO2Tl wB97M-V/def2-TZVPD
Tl 0.2587 1.2794 -0.9720
O 1.4535 -1.9791 0.6863
O -1.7600 1.7343 0.5091
C 1.6197 -2.4094 -0.5528
C 0.9852 -1.2364 -0.5635
C -2.6864 1.8374 1.1499
H 1.4517 -3.3911 -1.0302
```

Output
net charge = +1
ΔE to the lowest compared entry with this formula, charge and spin = 1.641 eV
E_HOMO (alpha / beta) = -0.5231 / -0.5517 hartree
multiplicity = 2
frontier orbital gap (alpha / beta) = 9.4 / 9.2 eV

A molecular structure, C4H5NO, computed with wB97M-V/def2-TZVPD.

XYZ file:
```
11
C4H5NO wB97M-V/def2-TZVPD
O -0.8645 1.2394 0.2745
N 1.3301 0.2490 -0.1015
C -0.8837 -0.3087 -0.0260
C -0.5052 0.2520 1.2527
C 0.3494 -0.5708 -0.8375
C 0.8256 0.8898 0.9964
H -1.1192 0.2030 2.1506
H 1.9166 0.8299 -0.6885
H 0.6391 -1.6277 -0.8311
H -1.8267 -0.8257 -0.2598
H 0.1931 -0.2587 -1.8787
```

Output
ΔE to the lowest compared entry with this formula, charge and spin = 4.440 eV
E_HOMO = -0.3120 hartree
multiplicity = 1
frontier orbital gap = 9.4 eV

E? In order: -190548.25614, -11903.19814, -7762.08616 eV.